Entry 1:
Density functional theory data (wB97M-V/def2-TZVPD) for a 12-piece molecular cluster, C30H90N6O12 overall.

Computed properties:
LUMO energy (alpha / beta) = -2.76 / -8.07 eV
Kohn-Sham gap (alpha / beta) = 7.54 / 2.22 eV
Charge = +1
ΔE to the lowest compared entry with this formula, charge and spin = 0.0 kJ/mol
Calculated total energy = -66063.9639 eV
<S²> = 0.76
Spin multiplicity = 2
Molecular weight = 727.1 g/mol

Last column: Löwdin spin population.
Geometry (Å):
1 O -0.622 -7.657 -10.286  0.00
2 H -2.157 -5.580 -10.518  0.00
3 O -1.445 -1.889 -12.078  0.00
4 H -7.060 -10.204 -10.710  0.00
5 H -8.255 -8.574 -5.633  0.00
6 H 2.243 -10.550 -3.782  0.00
7 H -1.556 -4.335 -9.472  0.00
8 H -0.657 -2.301 -1.825  0.00
9 C -8.065 -8.310 -10.220  0.00
10 H -3.480 -7.003 -7.769  0.00
11 H 1.441 -3.259 1.065  0.00
12 C -1.870 -4.528 -10.498  0.00
13 H -0.685 -8.554 -9.958  0.00
14 H -7.053 -7.284 -11.801  0.00
15 H 0.578 -11.377 -5.786  0.00
16 H -4.551 -6.843 -11.812  0.00
17 O 5.007 -4.456 -6.131  0.00
18 C -5.755 -4.869 -6.719  0.00
19 N 0.160 -4.766 -1.755  0.02
20 H -0.153 -7.183 -9.599  0.00
21 H -7.060 -8.468 -6.626  0.00
22 H 0.228 -1.452 1.668  0.00
23 C 0.876 -4.875 -0.503  0.00
24 H -2.736 -3.110 -2.970  0.00
25 O -0.292 -2.534 0.024  0.00
26 H 5.884 -5.705 -4.884  0.00
27 H -4.702 -8.287 -5.774  0.00
28 O 0.782 -6.587 -8.330  0.00
29 N 0.453 -4.932 -11.014  0.00
30 H -2.414 -9.225 -1.079  0.00
31 O -0.448 -1.970 -2.702  0.00
32 H 0.311 -5.922 -11.157  0.00
33 H -4.130 -9.601 -1.382  0.00
34 H 5.882 -4.078 -6.238  0.00
35 H 0.569 -15.321 -8.271  0.00
36 C -1.586 -1.239 -3.060  0.00
37 H 0.522 -2.613 -12.403  0.00
38 C 2.068 -16.139 -6.528  0.00
39 C -2.602 -6.979 -7.123  0.02
40 H -9.953 -8.118 -9.649  0.00
41 H -1.340 -5.350 -5.500  0.00
42 H 1.091 -7.251 -7.713  0.00
43 O 1.985 -10.004 -4.524  0.00
44 H 3.403 -5.746 -3.491  0.00
45 C 0.723 -15.485 -6.272  0.00
46 H -9.541 -6.791 -10.391  0.00
47 C -0.208 -1.342 0.676  0.00
48 C -1.110 -8.397 -3.731  0.01
49 H -1.183 -0.856 0.643  0.00
50 C -6.934 -7.330 -10.718  0.00
51 H -2.491 -2.538 -4.528  0.00
52 H -0.847 -4.616 -12.477  0.00
53 H -4.990 -9.446 -4.553  0.00
54 H -2.042 -6.167 -7.587  0.00
55 H -4.270 -7.276 -1.768  0.00
56 H 1.562 -13.500 -6.544  0.00
57 H 1.708 -9.177 -4.129  0.00
58 C -6.766 -6.384 -5.004  0.00
59 H 1.980 -17.173 -6.860  0.00
60 H 1.322 -13.978 -4.831  0.00
61 C -1.828 -6.161 -4.959  0.09
62 O -6.586 -6.054 -6.359  0.00
63 H -4.501 -6.260 -10.193  0.00
64 H -5.667 -4.705 -7.793  0.00
65 H -0.827 -14.805 -7.479  0.00
66 N -7.267 -8.777 -5.687  0.00
67 H -2.789 -3.962 -10.643  0.00
68 C 0.971 -3.317 0.083  0.00
69 N -9.408 -7.791 -10.434  0.00
70 C -4.588 -7.178 -10.775  0.00
71 H -2.044 -7.907 -7.246  0.01
72 C -0.800 -7.344 -4.782  0.10
73 H -1.300 -0.527 -3.834  0.00
74 N 0.440 -6.701 -4.358  0.49
75 H -1.905 -0.712 -2.161  0.00
76 H -2.250 -5.806 -4.018  0.00
77 O -5.748 -7.952 -10.348  0.00
78 O -5.141 -7.414 -0.067  0.00
79 O -2.920 -6.665 -5.761  0.20
80 C -3.435 -9.073 -0.729  0.00
81 H -6.890 -8.272 -3.741  0.00
82 H -1.174 -11.406 -5.509  0.00
83 H -4.458 -7.747 -4.157  0.00
84 H 0.406 -6.219 -3.471  0.02
85 H -0.965 -1.833 -14.092  0.00
86 H 1.575 -2.736 -0.613  0.00
87 C -2.726 -2.173 -3.528  0.00
88 H -0.301 -9.128 -3.703  0.00
89 C -1.804 -1.977 -13.411  0.00
90 H -3.585 -9.408 0.297  0.00
91 H 0.418 -5.000 -10.007  0.00
92 H -6.112 -5.703 -4.458  0.00
93 H -4.751 -4.996 -6.312  0.00
94 H 2.784 -5.468 0.328  0.00
95 H 5.348 -4.166 -4.129  0.00
96 H 3.372 -6.278 -5.164  0.00
97 H 0.756 -6.029 -5.043  0.02
98 H 0.434 -0.512 0.381  0.00
99 C -3.926 -7.606 -0.788  0.00
100 H -2.474 -2.820 -13.582  0.00
101 H -8.129 -9.554 -11.938  0.00
102 H 2.517 -15.744 -7.440  0.00
103 C -5.102 -8.383 -4.764  0.00
104 C -0.302 -2.746 -11.702  0.00
105 H -3.722 -1.730 -3.546  0.00
106 H -4.964 -7.053 0.805  0.00
107 H -0.499 -7.849 -5.699  0.01
108 H -3.599 -7.605 -10.610  0.00
109 H -7.072 -6.300 -10.388  0.00
110 H -7.815 -6.184 -4.784  0.00
111 N -0.044 -15.442 -7.477  0.00
112 C 0.913 -14.023 -5.840  0.00
113 H -0.733 -4.327 -1.582  0.00
114 C 5.078 -4.975 -4.808  0.00
115 H -8.886 -10.265 -10.625  0.00
116 H -6.272 -3.981 -6.358  0.00
117 H -7.963 -8.420 -9.140  0.00
118 H 1.983 -6.551 -0.940  0.00
119 H 2.679 -4.984 -1.415  0.00
120 C -0.242 -11.948 -5.351  0.00
121 H 0.736 -4.117 -2.272  0.00
122 H 2.843 -15.921 -5.793  0.00
123 H -2.100 -8.852 -3.751  0.00
124 H -0.025 -2.225 -10.786  0.00
125 C 3.596 -5.431 -4.517  0.00
126 O -0.364 -13.208 -5.973  0.00
127 H -0.970 -8.010 -2.722  0.00
128 H 1.467 -5.918 -8.324  0.00
129 H 0.160 -16.050 -5.529  0.00
130 C -8.001 -9.674 -10.863  0.00
131 C 2.218 -5.542 -0.601  0.00
132 C -6.565 -7.957 -4.733  0.00
133 H 0.036 -11.969 -4.297  0.00
134 H 0.258 -5.476 0.163  0.00
135 H -2.497 -1.197 -13.726  0.00
136 C -0.722 -4.210 -11.474  0.00
137 H -3.287 -6.887 -0.275  0.00
138 H 2.872 -4.641 -4.714  0.00

Entry 2:
Density functional theory data (wB97M-V/def2-TZVPD) for a single C4H8S2 molecule.

Computed properties:
LUMO energy = -0.21 eV
Kohn-Sham gap = 8.52 eV
SMILES = CCCC(=S)S
Charge = 0
ΔE to the lowest compared entry with this formula, charge and spin = 74.8 kJ/mol
Calculated total energy = -25947.6386 eV
Molecular weight = 120.2 g/mol

Last column: natural (NBO) charge in e.
Geometry (Å):
1 C 1.703 0.023 0.105  -0.25
2 H 0.702 2.036 0.364  0.12
3 H -2.031 0.009 -1.492  0.22
4 S 2.832 -1.039 -0.427  0.02
5 H 0.198 0.297 1.577  0.21
6 C 0.474 -0.440 0.826  -0.50
7 C -1.366 0.349 -0.708  -0.62
8 H -0.366 -1.561 -0.730  0.21
9 H 0.793 -1.314 1.426  0.24
10 H -0.687 0.940 -1.301  0.21
11 S 1.917 1.781 -0.105  0.11
12 H -1.963 0.986 -0.017  0.21
13 H -1.483 -1.250 0.533  0.21
14 C -0.722 -0.819 -0.051  -0.39

Entry 3:
Density functional theory data (wB97M-V/def2-TZVPD) for an isolated ion of composition C7H6FO3P and charge -2.

Computed properties:
LUMO energy = 5.92 eV
Kohn-Sham gap = 5.77 eV
SMILES = O=P([O-])([O-])[C@H](F)c1ccccc1
Charge = -2
Calculated total energy = -25505.3681 eV
Molecular weight = 188.1 g/mol

Last column: natural (NBO) charge in e.
Geometry (Å):
1 H 1.104 2.125 0.053  0.17
2 C 1.544 0.214 0.748  -0.28
3 C 0.607 1.179 0.211  -0.23
4 F -2.763 -2.121 0.024  -0.41
5 H -0.401 -2.420 0.412  0.20
6 H 2.505 0.541 1.055  0.17
7 C -0.962 -0.509 0.030  0.04
8 C -2.410 -0.919 -0.555  -0.15
9 H -2.294 -1.091 -1.589  0.13
10 H 1.975 -1.715 1.165  0.16
11 O -4.971 0.193 -0.157  -1.23
12 O -3.223 1.522 -1.520  -1.25
13 O -2.969 1.292 1.071  -1.24
14 C -0.117 -1.487 0.488  -0.29
15 H -1.466 1.588 -0.386  0.31
16 C -0.686 0.870 -0.127  -0.20
17 P -3.581 0.747 -0.254  2.33
18 C 1.165 -1.086 0.801  -0.23

Entry 4:
Density functional theory data (wB97M-V/def2-TZVPD) for a 2-piece molecular cluster, C6H13NO4 overall.

Computed properties:
LUMO energy (alpha / beta) = 0.62 / 0.62 eV
Kohn-Sham gap (alpha / beta) = 9.32 / 9.32 eV
SMILES = [O-]/[N+](O)=C(\O)CO.C=C(C)C
Charge = 0
ΔE to the lowest compared entry with this formula, charge and spin = 517.3 kJ/mol
Calculated total energy = -16107.4373 eV
Molecular weight = 163.2 g/mol

Last column: natural (NBO) charge in e.
Geometry (Å):
1 H -3.046 -1.073 -0.332  0.22
2 H 0.029 -0.923 2.474  0.22
3 C -1.509 1.012 -1.325  -0.66
4 H 0.975 -0.174 -1.628  0.19
5 O 2.801 0.699 0.407  -0.59
6 O 2.083 -0.499 2.715  -0.70
7 H -0.456 1.979 0.620  0.52
8 C 0.930 -0.673 1.866  -0.13
9 H -2.403 -2.239 -1.508  0.23
10 H -0.548 1.543 -1.356  0.23
11 H 2.793 -0.200 2.125  0.49
12 C -1.095 -0.469 -1.194  0.04
13 C -2.125 -1.483 -0.796  -0.66
14 H -1.744 -2.099 0.137  0.21
15 H -2.013 1.231 -0.441  0.21
16 C 0.107 -0.887 -1.451  -0.43
17 O 1.335 2.298 -0.371  -0.58
18 H 0.944 -1.594 1.200  0.20
19 N 1.482 1.266 0.346  0.24
20 C 0.620 0.546 1.005  0.48
21 H -2.197 1.070 -2.158  0.22
22 H 3.276 1.474 -0.009  0.50
23 O -0.592 1.063 1.162  -0.65
24 H 0.353 -1.868 -1.488  0.19

Entry 5:
Density functional theory data (wB97M-V/def2-TZVPD) for a 2-piece molecular cluster, C8H8ClO2 overall.

Computed properties:
LUMO energy = 3.03 eV
Kohn-Sham gap = 7.64 eV
Charge = -1
Calculated total energy = -25045.1618 eV
Molecular weight = 171.6 g/mol

Last column: natural (NBO) charge in e.
Geometry (Å):
1 H 0.767 -0.020 0.709  0.30
2 C -2.859 -1.356 1.016  -0.05
3 H 3.963 2.338 -1.201  0.20
4 O 1.009 1.067 -1.744  -0.80
5 C 2.094 1.170 -1.109  0.77
6 Cl -4.483 -1.954 1.152  -0.05
7 H 3.819 1.037 -2.424  0.20
8 H 0.015 -1.137 2.813  0.20
9 C -0.260 -0.399 0.796  -0.22
10 H -2.325 -1.998 3.009  0.21
11 C -2.457 -0.735 -0.167  -0.25
12 H -0.828 0.232 -1.197  0.28
13 C -1.983 -1.506 2.089  -0.26
14 H 2.897 2.560 -2.623  0.20
15 O 2.364 0.786 0.062  -0.79
16 C 3.267 1.827 -1.887  -0.73
17 C -0.680 -1.022 1.970  -0.21
18 C -1.151 -0.258 -0.269  -0.19
19 H -3.167 -0.631 -0.997  0.21

Entry 6:
Density functional theory data (wB97M-V/def2-TZVPD) for a 2-piece molecular cluster, C4H15N2OS overall.

Computed properties:
LUMO energy = -3.07 eV
Kohn-Sham gap = 9.07 eV
Charge = +1
ΔE to the lowest compared entry with this formula, charge and spin = 172.2 kJ/mol
Calculated total energy = -20246.5712 eV
Molecular weight = 139.2 g/mol

Last column: natural (NBO) charge in e.
Geometry (Å):
1 H -1.069 0.916 2.099  0.44
2 H 0.478 -2.051 0.139  0.24
3 N -1.559 -1.494 0.622  -0.87
4 C 2.479 -0.191 -0.409  -0.52
5 H -2.154 -1.800 -0.128  0.38
6 C -0.218 -1.122 0.022  -0.28
7 H 1.817 1.571 0.438  0.23
8 N -0.879 1.084 1.124  -0.74
9 H 2.317 -0.993 -1.125  0.23
10 H -3.454 -0.344 -1.221  0.47
11 H 2.631 -0.770 0.606  0.22
12 H -0.767 2.093 1.065  0.44
13 C 1.337 0.851 -0.166  -0.45
14 H 0.804 1.200 -1.128  0.23
15 H 3.513 0.958 -2.008  0.13
16 H -1.657 0.686 0.420  0.51
17 C 0.344 0.169 0.747  -0.05
18 H 0.941 0.024 1.748  0.23
19 H -0.402 -1.034 -1.161  0.23
20 H -1.394 -2.072 1.366  0.38
21 S 4.003 0.798 -0.765  0.01
22 H -3.976 0.973 -1.122  0.49
23 O -3.134 0.549 -1.164  -0.94